{
  "formula": "C8H11N4OP",
  "method": "ωB97M-V/def2-TZVPD",
  "gap_ev": 9.204,
  "homo_energy_ha": -0.3303,
  "relative_energy_kcal_mol": 0.0,
  "smiles": "c1ccc2n[nH]nc2c1.CN(C)P=O",
  "fmax_ev_per_a": 1.50,
  "species": ["C", "C", "C", "C", "C", "C", "C", "C", "N", "N", "N", "N", "O", "P", "H", "H", "H", "H", "H", "H", "H", "H", "H", "H", "H"],
  "xyz": [[-1.3133, -0.6365, -2.7415], [-1.2467, 0.5013, -3.5721], [-1.1356, -0.5614, -1.3866], [-1.0120, 1.7521, -3.0702], [-0.8883, 0.7049, -0.8419], [-0.8373, 1.8635, -1.6847], [2.3406, -0.7265, 2.3544], [0.6239, -2.3474, 1.7319], [-0.6854, 1.1204, 0.4207], [-0.5382, 2.4172, 0.3004], [-0.6161, 2.9312, -0.9002], [0.9484, -1.0915, 2.3513], [0.3531, 1.1165, 3.4538], [-0.2632, -0.0999, 2.9315], [-1.5121, -1.5948, -3.1964], [-1.3903, 0.3710, -4.6339], [-1.1893, -1.4299, -0.7506], [-0.9597, 2.6253, -3.6999], [2.6890, -0.5042, 1.3433], [2.4553, 0.1616, 2.9782], [2.9485, -1.5346, 2.7712], [0.8966, -2.3403, 0.6725], [1.1550, -3.1690, 2.2212], [-0.4480, -2.5118, 1.8240], [-0.3750, 2.9829, 1.1235]],
  "atomic_forces_ev_per_a": [[0.029, -0.318, 0.483], [0.055, 0.530, -0.137], [-0.045, -0.324, -0.134], [-0.050, -0.053, -0.350], [0.092, 1.197, -0.358], [-0.004, -0.699, 0.915], [0.230, 0.295, 0.185], [-0.037, -0.127, -0.073], [-0.042, -0.332, 0.092], [-0.057, -0.291, -0.188], [0.097, 0.424, -0.027], [-0.365, 0.272, 0.295], [0.469, 1.278, 0.458], [-0.305, -1.377, -0.509], [-0.013, -0.104, -0.027], [-0.007, 0.019, -0.098], [-0.020, -0.161, 0.036], [-0.018, 0.078, -0.114], [0.069, -0.011, -0.053], [0.099, -0.054, -0.129], [-0.025, -0.001, -0.043], [-0.025, -0.054, -0.035], [-0.056, -0.016, -0.028], [-0.105, -0.151, -0.065], [0.034, -0.021, -0.095]],
  "mulliken_charge": [-0.54, -0.44, -0.43, -0.69, 0.34, 0.73, -0.85, -0.91, -0.31, 0.28, -0.80, 0.25, -0.55, 0.25, 0.38, 0.36, 0.46, 0.41, 0.29, 0.29, 0.30, 0.30, 0.34, 0.29, 0.25]
}

***

{
  "formula": "C8H11NO",
  "method": "ωB97M-V/def2-TZVPD",
  "gap_ev": 8.674,
  "homo_energy_ha": -0.2973,
  "relative_energy_kcal_mol": 121.4,
  "fmax_ev_per_a": 4.78,
  "species": ["C", "C", "C", "C", "C", "C", "C", "C", "N", "O", "H", "H", "H", "H", "H", "H", "H", "H", "H", "H", "H"],
  "xyz": [[0.6726, -1.0407, -0.4970], [0.5273, 0.8912, 0.7400], [1.4144, -0.1126, 0.1743], [-0.6507, -0.8615, -0.2440], [-0.8148, 0.3118, 0.4871], [2.9457, 0.1334, 0.0079], [-1.6280, -1.8362, -0.8374], [-2.0319, 0.9817, 0.9800], [0.1868, 1.5500, -0.6471], [0.1564, 2.7233, -0.5957], [1.0606, -1.8791, -1.0048], [0.8309, 1.4783, 1.6641], [3.1893, 0.5299, -0.9848], [3.3581, -0.8000, -0.0377], [3.4965, 0.6833, 0.8010], [-1.0829, -2.1968, -1.8473], [-2.5088, -1.3532, -1.1650], [-1.9616, -2.6573, -0.1470], [-1.9988, 1.3163, 1.9383], [-3.0095, 0.3172, 0.8415], [-2.1517, 1.8211, 0.3739]],
  "atomic_forces_ev_per_a": [[2.665, 0.092, 1.275], [-0.366, -1.335, 0.675], [2.783, 1.098, -0.586], [-2.605, 0.705, 0.733], [-0.616, -1.641, 1.632], [-1.716, 1.313, 0.134], [1.346, -0.820, -1.529], [-2.382, -3.317, -2.480], [1.519, 0.006, -0.603], [-0.544, 2.062, -0.220], [0.492, -0.621, -0.813], [-0.694, -0.325, -1.646], [-0.270, 0.481, 0.271], [1.334, -2.662, 0.104], [-0.841, -0.110, -0.453], [-1.505, 0.162, 2.429], [-1.094, 0.593, -0.335], [0.738, 0.550, -0.751], [0.271, 0.689, 2.963], [2.106, 1.328, 0.281], [-0.621, 1.751, -1.080]],
  "mulliken_charge": [-0.64, 0.48, -0.10, 0.79, -0.22, -1.45, -1.19, -1.29, 0.11, -0.49, 0.48, 0.44, 0.30, 0.46, 0.33, 0.33, 0.39, 0.24, 0.37, 0.29, 0.38]
}

***

{
  "formula": "C8H11NO2",
  "method": "ωB97M-V/def2-TZVPD",
  "gap_ev": 9.892,
  "homo_energy_ha": -0.3700,
  "relative_energy_kcal_mol": 165.2,
  "smiles": "O=[N+]([O-])C1=CCCCC1.C#C",
  "fmax_ev_per_a": 4.69,
  "species": ["C", "C", "C", "C", "C", "C", "C", "C", "N", "O", "O", "H", "H", "H", "H", "H", "H", "H", "H", "H", "H", "H"],
  "xyz": [[1.3449, -2.9475, 1.9314], [1.8513, -2.2244, 1.1077], [-1.4146, -0.8243, -0.4111], [-1.4486, 0.3648, -1.4671], [-1.0406, -0.1947, 0.9572], [-0.0526, 0.9762, -1.6213], [0.0531, 0.7564, 0.8801], [0.4873, 1.3041, -0.2647], [1.6146, 2.2217, -0.2590], [2.0468, 2.5457, -1.3585], [2.0139, 2.6240, 0.8061], [1.0324, -3.5243, 2.8395], [-2.3849, -1.2400, -0.0273], [-0.8684, -1.5689, -0.8645], [-1.9475, 0.1446, -2.4439], [-1.9884, 1.1734, -0.8926], [-1.8811, 0.2050, 1.5903], [2.2626, -1.5641, 0.2984], [0.4572, 0.1467, -2.0493], [-0.1131, 1.8150, -2.2378], [0.6187, 0.9508, 1.8823], [-0.6431, -1.1401, 1.6040]],
  "atomic_forces_ev_per_a": [[0.271, -0.167, 1.146], [0.135, 0.456, -0.879], [-3.162, 3.298, 1.063], [-1.714, 0.672, 1.999], [1.169, -3.598, 1.337], [-1.334, -1.888, 1.383], [2.329, 1.333, 1.688], [-0.423, -0.857, 0.274], [-0.224, 0.055, -0.466], [0.151, -0.008, 0.516], [0.550, 0.320, 0.316], [0.357, 0.843, -1.689], [0.257, 0.107, -1.748], [1.833, -1.951, -0.028], [0.491, 0.123, 0.907], [-0.303, -0.661, -1.064], [0.493, -0.307, -1.035], [-0.694, -1.167, 1.417], [1.451, -0.152, -0.771], [0.263, 1.197, -1.117], [-1.083, 0.099, -2.090], [-0.814, 2.254, -1.161]],
  "mulliken_charge": [-0.38, -0.29, -0.72, -0.86, -0.45, -0.41, -0.16, -0.09, 0.96, -0.59, -0.61, 0.34, 0.28, 0.38, 0.35, 0.31, 0.38, 0.37, 0.26, 0.46, 0.31, 0.14]
}

***

{
  "formula": "C8H11NO2S",
  "method": "ωB97M-V/def2-TZVPD",
  "gap_ev": 8.236,
  "homo_energy_ha": -0.3185,
  "relative_energy_kcal_mol": 24.3,
  "smiles": "CSC(C)(C)N1C(=O)C=CC1=O",
  "fmax_ev_per_a": 3.52,
  "species": ["C", "C", "C", "C", "C", "C", "C", "C", "N", "O", "O", "S", "H", "H", "H", "H", "H", "H", "H", "H", "H", "H", "H"],
  "xyz": [[2.5529, 0.4543, -1.1206], [2.2353, -0.7374, -1.5946], [1.5057, 0.9400, -0.2971], [1.0024, -1.1965, -0.7597], [-1.1568, 1.4238, 1.0062], [-0.1548, -0.7258, 2.2247], [-1.9702, -0.4129, -1.5193], [-0.6419, 0.0154, 0.8689], [0.5670, -0.0255, -0.1115], [1.5215, 2.0444, 0.1999], [0.6871, -2.3476, -0.5835], [-1.9257, -1.0935, 0.1444], [3.3983, 1.0525, -1.4269], [2.6198, -1.4785, -2.2797], [-1.9682, 1.4267, 1.7532], [-1.4928, 1.6867, 0.0669], [-0.4172, 2.1952, 1.3122], [0.2720, -1.6711, 2.0181], [0.4844, 0.0270, 2.6957], [-1.0039, -0.8891, 2.8722], [-3.0022, -0.4518, -1.9068], [-1.2715, -0.9244, -2.2171], [-1.8413, 0.6879, -1.3454]],
  "atomic_forces_ev_per_a": [[1.991, -0.977, -2.738], [-1.592, -1.189, 1.000], [-0.417, 2.015, 1.881], [1.416, -0.073, -0.187], [0.818, 0.023, 2.589], [-1.224, 2.715, -1.348], [-0.677, 0.963, 0.025], [1.917, -2.133, 0.219], [-2.227, -1.349, 0.974], [-0.177, 0.265, 0.085], [-0.165, 0.879, -0.224], [-0.123, 0.223, 0.286], [-0.080, 0.172, 0.229], [0.520, 0.379, -0.019], [0.144, -0.075, -0.502], [-1.042, 1.026, -1.753], [-0.293, -0.874, -0.160], [0.781, -0.712, -0.329], [0.310, -0.562, 0.143], [-0.393, 0.077, 0.151], [0.429, -0.431, 0.123], [-0.360, 0.697, 0.475], [0.443, -1.058, -0.918]],
  "mulliken_charge": [-0.77, -0.50, 0.66, 0.36, -1.27, -1.48, -0.65, 0.43, 0.47, -0.59, -0.51, -0.03, 0.45, 0.43, 0.30, 0.44, 0.33, 0.42, 0.35, 0.42, 0.38, 0.20, 0.17]
}

***

{
  "formula": "C8H11NO4",
  "method": "ωB97M-V/def2-TZVPD",
  "gap_ev": [8.334, 8.335],
  "homo_energy_ha": [-0.3185, -0.3186],
  "relative_energy_kcal_mol": 70.3,
  "fmax_ev_per_a": 5.13,
  "species": ["C", "C", "C", "C", "C", "C", "C", "C", "N", "O", "O", "O", "O", "H", "H", "H", "H", "H", "H", "H", "H", "H", "H", "H"],
  "xyz": [[1.0968, 1.4310, 0.9172], [2.7731, 0.4080, -0.3396], [-0.4093, -1.2294, -0.2380], [2.1682, 1.7655, -0.1089], [1.9876, -0.5789, 0.5509], [-3.6354, 0.1618, -0.4104], [0.7024, -1.0089, -1.1928], [-2.4190, -0.2151, 0.4445], [1.0896, 0.2206, 1.3120], [3.7738, 0.1278, -0.9512], [-0.4658, -2.1243, 0.5499], [2.3295, -1.8122, 0.9998], [-1.1744, -0.1242, -0.2971], [0.3660, 2.1242, 1.3468], [1.9502, 2.4167, -1.0936], [2.9846, 2.3797, 0.3483], [-3.2076, 0.7396, -1.2078], [-4.0420, -0.6472, -0.9948], [-4.3000, 0.7418, 0.1680], [1.0917, -1.8522, -1.8151], [0.6603, 0.0032, -1.6711], [-2.5323, -1.3193, 0.8642], [-2.4362, 0.5079, 1.3042], [1.6484, -2.1161, 1.5143]],
  "atomic_forces_ev_per_a": [[0.179, 0.236, -0.271], [1.367, -2.093, 0.616], [1.884, 0.996, -1.706], [-0.011, 1.818, -1.371], [-1.627, 0.229, -2.450], [2.277, -0.577, -0.990], [1.169, 0.976, 0.956], [-1.035, -1.670, 1.727], [0.013, -0.497, 0.476], [-0.374, 0.397, -0.186], [-0.883, -1.050, 0.612], [3.291, 3.063, -2.466], [-2.112, -0.299, 0.717], [0.420, -0.043, -0.188], [-0.038, -1.825, 2.170], [-0.620, -0.421, -0.029], [-0.006, 1.068, -0.338], [-0.615, -0.584, 0.475], [-1.096, 0.360, 0.341], [-0.133, 0.831, 1.009], [-0.073, -1.254, 0.114], [0.442, 2.458, -0.703], [0.662, -0.801, -0.650], [-3.082, -1.317, 2.134]],
  "mulliken_charge": [-0.21, 0.13, 0.88, -0.26, 0.52, -1.19, -0.84, -0.22, -0.47, -0.59, -0.63, -0.47, -0.20, 0.42, 0.27, 0.30, 0.31, 0.36, 0.35, 0.37, 0.24, 0.28, 0.25, 0.40]
}

***

{
  "formula": "C8H11NPPdS",
  "method": "ωB97M-V/def2-TZVPD",
  "charge": 1,
  "multiplicity": 5,
  "s2": 6.015,
  "gap_ev": [6.186, 6.686],
  "homo_energy_ha": [-0.3330, -0.4867],
  "fmax_ev_per_a": 4.87,
  "species": ["C", "C", "C", "C", "C", "Pd", "P", "H", "H", "H", "H", "H", "H", "H", "H", "S", "C", "C", "N", "C", "H", "H", "H"],
  "xyz": [[1.0944, -2.1395, 0.0067], [2.3859, -2.0420, -0.3865], [3.0015, -0.9499, -0.9990], [2.4157, 0.2359, -1.4366], [1.1114, 0.5714, -1.2929], [0.4033, -0.4197, 0.1076], [-1.0685, -1.4874, 1.5352], [0.6729, -3.0862, 0.3576], [3.0214, -2.9177, -0.2220], [4.0598, -1.0638, -1.2188], [0.6632, 1.4556, -1.7749], [3.0678, 0.9311, -1.9786], [-1.3226, -0.7989, 2.7519], [-0.7605, -2.7678, 2.0330], [-2.3737, -1.7340, 1.0195], [-1.9645, 3.6480, 0.1709], [-3.1452, 2.3584, 0.2458], [-2.5263, 1.1254, 0.2077], [-1.1411, 1.2105, 0.1843], [-0.7006, 2.4636, 0.1353], [-4.2116, 2.5209, 0.3138], [-3.0246, 0.1575, 0.2365], [0.3420, 2.7284, 0.0034]],
  "atomic_forces_ev_per_a": [[-0.375, -4.359, 0.150], [1.107, -0.713, -0.318], [1.508, -0.005, -0.791], [1.027, -0.330, -0.669], [-0.375, 3.609, -3.242], [-0.697, 1.546, 2.816], [-1.862, -0.483, 1.453], [0.522, -0.025, -0.249], [0.102, 0.236, 0.261], [-0.160, 0.012, 0.061], [0.435, -0.482, -0.073], [-0.012, 0.048, 0.409], [-0.277, -0.307, -0.219], [-0.059, 0.182, -0.067], [0.264, -0.053, 0.478], [-0.141, -1.583, 0.101], [0.901, -0.623, -0.146], [0.205, 1.625, 0.374], [-0.708, 1.541, -0.475], [-1.540, -0.486, 0.024], [0.152, 0.230, -0.071], [0.176, 0.436, -0.074], [-0.193, -0.016, 0.268]],
  "mulliken_charge": [-0.31, -0.42, -0.04, -0.25, -0.78, -0.05, -0.14, 0.58, 0.32, 0.36, 0.75, 0.32, 0.15, 0.14, 0.13, -0.05, -0.33, -0.46, 0.07, -0.25, 0.41, 0.32, 0.52]
}